(1)
{"formula": "C19H27N3O3", "method": "wB97M-V/def2-TZVPD", "gap_ev": 9.2, "total_charge": 0, "e_homo_ev": -8.61, "energy_ev": -30756.6221, "largest_force_ev_per_a": 0.69, "smiles": "CCNC(=O)C[C@H]1C(=O)N(c2ccc(C)cc2)C(=O)N1CCC(C)C", "symbols": ["C", "C", "N", "C", "O", "C", "C", "C", "O", "N", "C", "C", "C", "C", "C", "C", "C", "C", "O", "N", "C", "C", "C", "C", "C", "H", "H", "H", "H", "H", "H", "H", "H", "H", "H", "H", "H", "H", "H", "H", "H", "H", "H", "H", "H", "H", "H", "H", "H", "H", "H", "H"], "xyz": [[5.6485, 3.5378, -0.5580], [5.1313, 2.1185, -0.7607], [3.6893, 2.0868, -0.8845], [2.8870, 1.5620, 0.0644], [3.3051, 0.9865, 1.0466], [1.3980, 1.7507, -0.2101], [0.5693, 0.6651, 0.4820], [-0.8772, 1.1106, 0.6615], [-1.2486, 2.1304, 1.1854], [-1.6502, 0.1505, 0.0716], [-3.0660, 0.1664, 0.0216], [-3.7283, -0.2406, -1.1290], [-5.1096, -0.2224, -1.1639], [-5.8513, 0.2096, -0.0710], [-7.3489, 0.2095, -0.1171], [-5.1720, 0.6192, 1.0692], [-3.7913, 0.5954, 1.1252], [-0.8602, -0.8708, -0.5055], [-1.2780, -1.8382, -1.0891], [0.4322, -0.5436, -0.2846], [1.5288, -1.4064, -0.6549], [2.2087, -2.0400, 0.5587], [3.3285, -3.0095, 0.1662], [4.1906, -3.3183, 1.3889], [2.7753, -4.3045, -0.4238], [6.7300, 3.5266, -0.4581], [5.2202, 3.9689, 0.3434], [5.3858, 4.1677, -1.4059], [5.3804, 1.4950, 0.1002], [5.5752, 1.6792, -1.6601], [3.2843, 2.6231, -1.6358], [1.1929, 1.7583, -1.2817], [1.0973, 2.7140, 0.2123], [1.0285, 0.4719, 1.4624], [-3.1661, -0.5814, -1.9830], [-5.6201, -0.5443, -2.0599], [-7.7279, -0.7825, 0.1307], [-7.7601, 0.9171, 0.5986], [-7.7056, 0.4645, -1.1125], [-5.7296, 0.9584, 1.9301], [-3.2765, 0.9182, 2.0157], [1.0970, -2.1718, -1.3028], [2.2622, -0.8260, -1.2257], [2.6388, -1.2428, 1.1677], [1.4605, -2.5669, 1.1546], [3.9587, -2.5200, -0.5854], [4.6176, -2.4046, 1.7950], [5.0030, -3.9914, 1.1246], [3.5911, -3.7919, 2.1633], [2.1935, -4.1154, -1.3218], [2.1355, -4.8048, 0.2998], [3.5890, -4.9781, -0.6837]], "mulliken_charge": [-1.158, -0.468, -0.151, 0.515, -0.668, -1.174, 0.371, 0.104, -0.635, 0.279, 0.509, -0.300, -0.860, 0.993, -1.418, -0.865, -0.495, 0.553, -0.663, 0.142, -1.317, -0.433, 0.583, -1.604, -1.484, 0.355, 0.306, 0.328, 0.281, 0.359, 0.270, 0.509, 0.438, 0.275, 0.416, 0.360, 0.281, 0.364, 0.365, 0.339, 0.400, 0.711, 0.111, 0.370, 0.292, 0.240, 0.383, 0.447, 0.334, 0.366, 0.328, 0.415]}

---

(2)
{"formula": "C34H37As2ClNPtSi", "method": "wB97M-V/def2-TZVPD", "gap_ev": [5.7, 5.7], "total_charge": 1, "e_homo_ev": [-9.87, -9.87], "energy_ev": -182667.3477, "largest_force_ev_per_a": 1.84, "symbols": ["Pt", "C", "C", "As", "C", "C", "C", "C", "C", "C", "C", "C", "C", "C", "C", "C", "As", "C", "C", "C", "C", "C", "C", "C", "C", "C", "C", "C", "C", "H", "H", "H", "H", "H", "H", "H", "H", "H", "H", "H", "H", "H", "H", "H", "H", "H", "H", "H", "H", "H", "H", "H", "H", "C", "Si", "C", "C", "H", "H", "H", "H", "H", "H", "H", "H", "H", "Cl", "C", "C", "C", "C", "N", "C", "H", "H", "H", "H"], "xyz": [[-0.6273, 0.5016, -0.4725], [1.8524, -1.5779, 0.4807], [1.5930, -0.8846, 1.8151], [-0.2261, -0.1100, 1.8738], [-0.1989, 0.7829, 3.6166], [-1.1344, 0.4933, 4.6039], [-1.0517, 1.1168, 5.8371], [-0.0454, 2.0348, 6.0876], [0.8710, 2.3473, 5.0958], [0.7881, 1.7314, 3.8607], [-1.4208, -1.5847, 2.2760], [-2.7912, -1.3384, 2.2039], [-3.7016, -2.3296, 2.5204], [-3.2455, -3.5795, 2.9095], [-1.8884, -3.8367, 2.9690], [-0.9781, -2.8420, 2.6565], [1.6756, -0.2573, -0.9900], [3.3087, 0.7643, -0.6684], [4.5331, 0.1049, -0.6899], [5.6956, 0.7924, -0.3954], [5.6416, 2.1462, -0.1018], [4.4277, 2.8118, -0.0969], [3.2597, 2.1192, -0.3735], [2.1864, -1.2297, -2.6111], [3.0557, -0.6484, -3.5335], [3.4135, -1.3358, -4.6810], [2.9004, -2.5995, -4.9246], [1.9841, -3.1551, -4.0466], [1.6203, -2.4682, -2.8997], [1.1100, -2.3704, 0.3274], [2.8525, -2.0281, 0.4706], [2.3123, -0.0669, 1.9623], [1.7158, -1.5689, 2.6640], [-1.9193, -0.2291, 4.4100], [-1.7772, 0.8862, 6.6024], [0.0279, 2.5059, 7.0551], [1.6445, 3.0764, 5.2828], [1.4919, 1.9824, 3.0723], [-3.1268, -0.3461, 1.9125], [-4.7632, -2.1350, 2.4747], [-3.9475, -4.3547, 3.1662], [-1.5303, -4.8094, 3.2705], [0.0803, -3.0611, 2.7221], [4.5711, -0.9466, -0.9554], [6.6425, 0.2728, -0.3895], [6.5504, 2.6813, 0.1280], [4.3916, 3.8680, 0.1272], [2.2993, 2.6279, -0.3698], [3.4609, 0.3440, -3.3547], [4.0870, -0.8785, -5.3901], [3.1991, -3.1406, -5.8095], [1.5421, -4.1156, -4.2671], [0.8909, -2.8905, -2.2159], [-2.3590, -2.6807, -1.2339], [-2.2778, -0.7823, -1.6036], [-1.7920, -0.5441, -3.4694], [-4.0799, -0.1287, -1.3812], [-3.3921, -2.9492, -1.0410], [-1.7799, -3.0001, -0.3731], [-2.0217, -3.2533, -2.0909], [-2.0478, -1.4357, -4.0312], [-0.7304, -0.3527, -3.6304], [-2.3538, 0.2818, -3.8922], [-4.7131, -0.6683, -2.0765], [-4.1741, 0.9309, -1.5964], [-4.4619, -0.3034, -0.3816], [-2.5826, 4.1175, -4.5941], [-2.4553, 3.8664, -2.8961], [-3.1502, 4.6672, -1.9957], [-3.0263, 4.3934, -0.6432], [-2.2207, 3.3423, -0.2415], [-1.5387, 2.5937, -1.1052], [-1.6503, 2.8475, -2.4052], [-3.7648, 5.4798, -2.3470], [-3.5463, 4.9917, 0.0887], [-2.1030, 3.0921, 0.8062], [-1.0800, 2.2236, -3.0802]], "mulliken_charge": [1.012, -0.939, -1.406, 0.854, 0.279, -0.237, -0.709, -0.512, -0.724, -0.446, -0.029, -0.297, -0.874, -0.592, -0.750, -0.104, 0.343, 0.204, -0.360, -0.735, -0.434, -0.684, -0.294, 0.252, -0.623, -0.656, -0.497, -0.684, -0.064, 0.439, 0.660, 0.575, 0.614, 0.352, 0.414, 0.390, 0.413, 0.410, 0.599, 0.456, 0.405, 0.430, 0.265, 0.380, 0.411, 0.392, 0.418, 0.444, 0.467, 0.408, 0.395, 0.423, 0.282, -1.255, 1.109, -1.378, -1.254, 0.431, 0.239, 0.481, 0.429, 0.257, 0.416, 0.428, 0.307, 0.288, -0.191, -0.087, -0.285, -0.667, -0.365, -0.085, -0.616, 0.472, 0.435, 0.466, 0.687]}

---

(3)
{"formula": "C20H31N5O4", "method": "wB97M-V/def2-TZVPD", "gap_ev": 8.9, "total_charge": 0, "e_homo_ev": -8.53, "energy_ev": -36883.1178, "largest_force_ev_per_a": 0.25, "smiles": "CC(C)Cn1[nH]c(CC(=O)N2CC(CN(C)C(=O)CC(=O)NC3CC3)C2)cc1=O", "symbols": ["C", "C", "C", "C", "N", "N", "C", "C", "C", "O", "N", "C", "C", "C", "N", "C", "C", "O", "C", "C", "O", "N", "C", "C", "C", "C", "C", "C", "O", "H", "H", "H", "H", "H", "H", "H", "H", "H", "H", "H", "H", "H", "H", "H", "H", "H", "H", "H", "H", "H", "H", "H", "H", "H", "H", "H", "H", "H", "H", "H"], "xyz": [[-2.8443, 4.7458, 0.8629], [-1.5086, 4.0118, 0.8066], [-1.7347, 2.5189, 0.5959], [-0.7238, 4.3105, 2.0940], [0.3277, 3.3681, 2.4084], [0.0548, 2.2225, 3.1633], [1.1467, 1.3804, 2.9776], [1.2418, 0.1330, 3.7966], [2.4931, -0.6452, 3.4322], [3.5434, -0.5077, 4.0358], [2.3761, -1.4653, 2.3751], [1.3014, -1.8509, 1.4588], [2.3194, -2.7895, 0.7525], [2.6137, -2.4879, -0.7072], [1.6935, -3.1454, -1.6294], [2.0948, -4.4678, -2.0715], [0.5491, -2.5106, -1.9794], [0.2600, -1.4295, -1.4713], [-0.3328, -3.2019, -3.0057], [-1.5496, -2.4811, -3.5865], [-2.0115, -2.8905, -4.6378], [-2.0782, -1.4702, -2.8724], [-3.1919, -0.7201, -3.3688], [-3.6093, 0.4901, -2.6031], [-2.9736, 0.6376, -3.9664], [3.3972, -2.2902, 1.7502], [1.9607, 1.8671, 2.0265], [1.4227, 3.1546, 1.5944], [1.7702, 3.9158, 0.7057], [-3.4684, 4.3385, 1.6633], [-2.7104, 5.8135, 1.0509], [-3.3914, 4.6389, -0.0744], [-0.9184, 4.3918, -0.0300], [-2.3102, 2.0882, 1.4196], [-2.2952, 2.3563, -0.3258], [-0.7937, 1.9717, 0.5182], [-0.2601, 5.2942, 2.0218], [-1.4034, 4.3234, 2.9507], [-0.1598, 2.4429, 4.1303], [1.3216, 0.3837, 4.8556], [0.3396, -0.4652, 3.6481], [0.4625, -2.3550, 1.9432], [0.9307, -1.0352, 0.8385], [2.0837, -3.8457, 0.8815], [2.5734, -1.4124, -0.8784], [3.6194, -2.8354, -0.9571], [1.3271, -4.9417, -2.6716], [3.0110, -4.4101, -2.6638], [2.2853, -5.1089, -1.2078], [0.2615, -3.5067, -3.8662], [-0.7238, -4.1249, -2.5672], [-1.5030, -1.1051, -2.1214], [-3.9514, -1.3464, -3.8133], [-4.6656, 0.6899, -2.4959], [-3.0057, 0.7627, -1.7474], [-1.9556, 1.0009, -3.9964], [-3.5984, 0.9342, -4.7967], [4.2128, -1.7144, 1.3045], [3.8262, -3.0365, 2.4197], [2.8518, 1.4108, 1.6304]], "mulliken_charge": [-1.626, 0.914, -0.910, -1.199, 0.219, -0.204, -0.004, -0.717, 0.521, -0.673, 0.259, -0.695, 0.741, -1.779, 0.166, -1.064, 1.134, -0.776, -0.727, 0.098, -0.670, -0.067, -0.118, -0.358, -0.553, -1.066, 0.086, -0.256, -0.714, 0.371, 0.392, 0.395, 0.252, 0.278, 0.196, 0.143, 0.341, 0.388, 0.323, 0.466, 0.292, 0.161, 0.180, 0.419, 0.503, 0.486, 0.459, 0.296, 0.315, 0.447, 0.361, 0.227, 0.401, 0.265, -0.043, 0.245, 0.240, 0.343, 0.285, 0.613]}

---

(4)
{"formula": "C7H10", "method": "wB97M-V/def2-TZVPD", "gap_ev": 9.0, "total_charge": 0, "e_homo_ev": -8.41, "energy_ev": -7418.4962, "largest_force_ev_per_a": 2.17, "smiles": "C=CC(=C)/C=C/C", "symbols": ["C", "C", "C", "C", "C", "C", "C", "H", "H", "H", "H", "H", "H", "H", "H", "H", "H"], "xyz": [[3.1772, -0.5784, -0.1205], [2.0282, 0.0863, -0.3155], [0.7380, -0.2128, 0.3713], [0.5355, -0.9546, 1.4560], [-0.4228, 0.1405, -0.4746], [-1.6170, 0.4895, 0.0285], [-2.8998, 0.8122, -0.6938], [3.7966, -0.6228, -1.0128], [3.4721, -0.9321, 0.8578], [1.8954, 0.6959, -1.2011], [1.3377, -0.9489, 2.1958], [-0.3622, -1.4102, 1.8487], [-0.3299, 0.0990, -1.5639], [-1.6500, 0.7497, 1.0869], [-3.0707, 1.8848, -0.7622], [-3.7014, 0.4223, -0.0522], [-2.9267, 0.2795, -1.6485]], "mulliken_charge": [-0.657, -0.447, 0.755, -0.828, -0.451, -0.170, -1.177, 0.230, 0.251, 0.333, 0.182, 0.352, 0.324, 0.384, 0.283, 0.319, 0.318]}

---

(5)
{"formula": "C6H9P", "method": "wB97M-V/def2-TZVPD", "gap_ev": 8.5, "total_charge": 0, "e_homo_ev": -8.20, "energy_ev": -15654.8054, "largest_force_ev_per_a": 4.83, "smiles": "CC1=P[C@H](C)C=C1", "symbols": ["C", "C", "P", "C", "C", "C", "C", "H", "H", "H", "H", "H", "H", "H", "H", "H"], "xyz": [[2.5190, -0.7521, 0.9468], [1.2765, -0.1721, 0.4922], [0.0595, 0.3116, 1.5390], [-1.1112, 0.7916, 0.1484], [-2.5420, 0.1931, 0.2776], [-0.3174, 0.5291, -1.0981], [0.8974, -0.0040, -0.9571], [2.4501, -1.6467, 1.7042], [3.2362, -0.0353, 1.5081], [3.0819, -1.2819, 0.0565], [-1.0627, 1.8494, 0.1069], [-2.5704, -0.9055, 0.0649], [-3.2933, 0.5845, -0.3603], [-2.7708, 0.2673, 1.3653], [-0.7875, 0.8288, -2.0773], [1.4573, -0.2748, -1.8136]], "mulliken_charge": [-1.040, 0.660, -0.205, 0.023, -1.173, -0.467, -0.665, 0.284, 0.256, 0.262, 0.355, 0.318, 0.371, 0.312, 0.337, 0.372]}

---

(6)
{"formula": "C4H7O3Tl", "method": "wB97M-V/def2-TZVPD", "gap_ev": 7.3, "total_charge": 0, "e_homo_ev": -7.03, "energy_ev": -15095.6659, "largest_force_ev_per_a": 3.96, "symbols": ["H", "O", "C", "O", "O", "C", "H", "H", "H", "C", "H", "C", "H", "H", "Tl"], "xyz": [[2.4930, 1.6249, -0.9739], [-0.3147, 0.0569, -0.9016], [-0.6301, -0.1182, 0.3451], [0.1398, -0.4065, 1.2576], [-1.9234, 0.0671, 0.5227], [-2.4322, -0.0345, 1.8503], [-2.1260, -0.9845, 2.3049], [-2.0723, 0.8018, 2.4617], [-3.5207, 0.0074, 1.7540], [1.1146, -0.0920, -1.2833], [1.1427, -0.8968, -2.0320], [1.6140, 1.2048, -1.7778], [0.8720, 2.0223, -1.8105], [2.2271, 1.0592, -2.6780], [2.3521, -0.6261, 0.8240]], "mulliken_charge": [0.102, -0.324, 0.996, -0.646, -0.323, -0.618, 0.289, 0.288, 0.212, -0.495, 0.342, -0.817, 0.274, 0.271, 0.450]}